Formula: B2CdH30O15P
Source: the Open Molecules 2025 dataset
Level of theory: wB97M-V/def2-TZVPD

```
! RIJCOSX wB97M-V def2-TZVPD def2/J DEFGRID3
* xyz -3 1
Cd 1.88 1.11 0.84
P 1.45 3.34 3.73
O 0.56 4.54 3.68
O 1.79 3.30 5.25
O 2.59 3.14 2.69
O 0.49 2.30 3.14
B -3.87 0.87 3.49
H -3.46 0.59 2.53
H -4.36 1.83 3.48
H -4.63 0.19 3.84
H -3.07 0.88 4.22
B -0.09 -0.48 -0.77
H -0.58 0.46 -0.56
H 0.32 -0.94 0.12
H -0.64 -1.20 -1.35
H 0.78 -0.24 -1.35
O 1.26 3.89 -0.90
H 1.54 4.56 -0.27
H 1.04 4.38 -1.69
O 0.84 -4.65 -0.69
H 0.79 -3.71 -0.88
H 0.60 -4.72 0.23
O 4.21 0.19 -4.77
H 4.84 -0.19 -5.37
H 3.36 -0.17 -5.04
O 4.37 1.14 -0.99
H 4.28 0.73 -1.85
H 5.31 1.08 -0.80
O -0.51 -5.52 -4.51
H 0.42 -5.72 -4.39
H -0.55 -4.57 -4.55
O -0.63 -1.67 -4.81
H -0.26 -1.29 -4.02
H -1.09 -0.94 -5.23
O -3.58 -2.77 1.27
H -4.11 -2.01 1.51
H -2.75 -2.40 0.98
O -3.93 0.21 -2.92
H -3.12 -0.16 -2.58
H -3.66 0.70 -3.70
O 3.08 -1.21 2.53
H 2.52 -1.67 3.16
H 3.97 -1.43 2.79
O 0.38 -1.13 5.18
H 0.13 -0.41 4.61
H -0.41 -1.65 5.27
O -2.47 3.80 0.21
H -2.09 3.18 -0.41
H -2.94 4.43 -0.33
*
```

Computed properties:
- F_max (eV/A) = 4.87
- HOMO (eV) = 2.3
- calculated total energy (eV) = -46395.1248


Formula: B2F8Sn
Source: the Open Molecules 2025 dataset
Level of theory: wB97M-V/def2-TZVPD

```
! RIJCOSX wB97M-V def2-TZVPD def2/J DEFGRID3
* xyz 0 1
Sn 0.30 -0.38 -0.57
B -1.85 3.17 0.39
F -1.48 1.80 0.20
F -2.97 3.48 -0.37
F -2.15 3.48 1.71
F -0.79 3.98 0.01
B 1.79 -3.12 -0.30
F 1.91 -2.26 0.83
F 0.41 -3.23 -0.58
F 2.59 -2.53 -1.26
F 2.25 -4.40 -0.07
*
```

Computed properties:
- F_max (eV/A) = 3.22
- HOMO (eV) = -11.5
- calculated total energy (eV) = -28932.3960


Formula: B3BeH12
Source: the Open Molecules 2025 dataset
Level of theory: wB97M-V/def2-TZVPD

```
! RIJCOSX wB97M-V def2-TZVPD def2/J DEFGRID3
* xyz -1 1
Be 0.06 -0.62 -0.76
B 2.92 -0.17 -2.83
H 2.08 0.40 -3.19
H 3.22 0.13 -1.84
H 2.69 -1.22 -2.74
H 3.76 -0.06 -3.50
B 0.34 1.26 2.29
H 1.16 1.27 1.60
H -0.48 1.78 1.80
H 0.06 0.23 2.45
H 0.50 1.70 3.25
B -3.26 -0.93 0.68
H -3.03 0.10 0.48
H -2.72 -1.29 1.55
H -4.30 -1.02 0.94
H -3.00 -1.55 -0.16
*
```

Computed properties:
- F_max (eV/A) = 5.18
- HOMO (eV) = -6.8
- calculated total energy (eV) = -2610.5022


Formula: B4CsF16
Source: the Open Molecules 2025 dataset
Level of theory: wB97M-V/def2-TZVPD

```
! RIJCOSX wB97M-V def2-TZVPD def2/J DEFGRID3
* xyz -3 1
Cs -1.18 0.49 -0.64
B -1.28 3.04 1.84
F -0.08 2.65 1.20
F -1.12 2.87 3.22
F -1.60 4.38 1.54
F -2.30 2.18 1.41
B 2.62 0.92 -0.78
F 2.62 2.21 -0.25
F 3.74 0.74 -1.62
F 2.53 -0.08 0.17
F 1.49 0.86 -1.70
B -0.71 -1.76 2.35
F -0.33 -2.97 3.04
F -0.13 -0.68 3.01
F -0.22 -1.71 1.03
F -2.08 -1.54 2.30
B -0.38 -2.32 -3.22
F -1.03 -3.40 -3.87
F -1.35 -1.53 -2.57
F 0.52 -2.85 -2.30
F 0.25 -1.50 -4.17
*
```

Computed properties:
- F_max (eV/A) = 1.54
- HOMO (eV) = -2.9
- calculated total energy (eV) = -46761.3930


Formula: B4F16Tl
Source: the Open Molecules 2025 dataset
Level of theory: wB97M-V/def2-TZVPD

```
! RIJCOSX wB97M-V def2-TZVPD def2/J DEFGRID3
* xyz -1 1
Tl 0.94 -0.47 0.50
B 0.75 -1.58 -2.81
F 1.82 -2.43 -3.15
F 1.14 -0.39 -2.34
F -0.05 -1.42 -3.94
F 0.06 -2.26 -1.85
B -1.69 1.66 -0.18
F -3.08 1.32 -0.26
F -0.96 0.95 -1.06
F -1.43 2.96 -0.48
F -1.26 1.30 1.06
B -1.68 -2.24 1.63
F -1.01 -1.41 2.56
F -0.61 -3.02 1.16
F -2.61 -3.03 2.11
F -2.18 -1.46 0.62
B 2.36 2.34 1.31
F 2.08 2.19 -0.03
F 3.27 1.37 1.56
F 2.93 3.60 1.61
F 1.20 2.00 1.99
*
```

Computed properties:
- F_max (eV/A) = 4.22
- HOMO (eV) = -10.0
- calculated total energy (eV) = -50896.8265


Formula: BCd3H28O20P2
Source: the Open Molecules 2025 dataset
Level of theory: wB97M-V/def2-TZVPD

```
! RIJCOSX wB97M-V def2-TZVPD def2/J DEFGRID3
* xyz -1 1
Cd -0.75 -0.76 -2.00
Cd -2.27 1.81 -0.55
Cd 1.67 -1.57 1.03
P -0.22 0.23 0.49
O -0.27 1.06 -0.88
O -0.12 -1.25 -0.05
O -1.61 0.58 1.09
O 1.05 0.40 1.37
P -2.85 0.61 -3.06
O -2.67 0.02 -1.57
O -2.62 2.12 -2.61
O -4.07 0.32 -3.82
O -1.54 0.10 -3.76
B 2.15 -3.80 0.49
H 2.28 -4.87 -0.03
H 1.11 -3.31 0.19
H 2.25 -3.84 1.71
H 3.02 -3.08 0.13
O -1.56 3.86 -0.49
H -1.88 4.55 -1.08
H -0.69 4.15 -0.17
O 3.33 -0.69 -0.38
H 3.46 -0.31 -1.25
H 4.22 -0.83 -0.03
O -1.34 1.63 3.57
H -1.53 1.25 2.69
H -2.17 1.94 3.92
O -2.56 -1.49 2.47
H -3.26 -1.15 3.04
H -2.22 -0.71 1.99
O 1.28 -1.01 -2.76
H 1.95 -1.69 -2.80
H 1.68 -0.19 -3.10
O 0.14 -2.41 2.50
H 0.27 -2.88 3.33
H -0.80 -2.14 2.52
O -1.42 -2.72 -2.65
H -0.90 -3.29 -3.23
H -2.22 -2.51 -3.15
O 1.24 2.03 -2.79
H 0.70 2.73 -3.17
H 0.73 1.74 -2.00
O 0.69 4.24 1.36
H 0.11 4.83 1.84
H 0.48 3.36 1.71
O -2.13 -3.25 0.12
H -2.33 -2.87 0.99
H -1.34 -2.80 -0.18
O 3.47 2.51 -0.22
H 2.85 1.86 0.14
H 4.02 2.01 -0.83
O 1.31 2.07 3.50
H 0.37 1.93 3.69
H 1.48 1.47 2.76
*
```

Computed properties:
- F_max (eV/A) = 4.25
- HOMO (eV) = -4.7
- calculated total energy (eV) = -74360.9561


Formula: BCsH4O4S
Source: the Open Molecules 2025 dataset
Level of theory: wB97M-V/def2-TZVPD

```
! RIJCOSX wB97M-V def2-TZVPD def2/J DEFGRID3
* xyz -2 1
Cs -2.77 2.73 -1.62
B 2.10 0.79 -4.15
H 2.97 0.43 -3.63
H 1.24 0.19 -3.89
H 1.88 1.81 -3.88
H 2.33 0.71 -5.21
S -1.53 -1.31 4.48
O -0.22 -1.92 4.19
O -1.61 -0.90 5.89
O -1.85 -0.22 3.55
O -2.53 -2.33 4.27
*
```

Computed properties:
- F_max (eV/A) = 4.62
- HOMO (eV) = 0.2
- calculated total energy (eV) = -20309.3052


Formula: BF4H16O8
Source: the Open Molecules 2025 dataset
Level of theory: wB97M-V/def2-TZVPD

```
! RIJCOSX wB97M-V def2-TZVPD def2/J DEFGRID3
* xyz -1 1
B 21.05 -11.35 0.35
F 19.89 -11.57 1.10
F 22.02 -12.30 0.72
F 20.79 -11.48 -1.03
F 21.61 -10.07 0.56
O 20.18 -14.55 1.40
H 20.45 -13.69 1.03
H 20.88 -14.77 2.03
O 23.96 -9.18 3.05
H 23.63 -9.41 2.18
H 23.35 -9.59 3.66
O 20.48 -9.92 -3.66
H 20.59 -10.20 -2.74
H 20.88 -10.63 -4.18
O 20.42 -14.49 -1.82
H 21.09 -13.81 -1.96
H 20.50 -14.73 -0.88
O 17.27 -10.90 0.15
H 16.50 -11.44 0.36
H 18.02 -11.52 0.19
O 19.98 -8.19 -0.65
H 20.53 -7.80 -1.34
H 20.53 -8.91 -0.28
O 24.50 -10.75 -0.06
H 23.62 -11.14 0.02
H 24.93 -10.97 0.77
O 24.19 -14.34 0.62
H 23.39 -13.83 0.80
H 23.87 -15.18 0.27
*
```

Computed properties:
- F_max (eV/A) = 0.92
- HOMO (eV) = -7.8
- calculated total energy (eV) = -28196.0769


Formula: BF4H20O10
Source: the Open Molecules 2025 dataset
Level of theory: wB97M-V/def2-TZVPD

```
! RIJCOSX wB97M-V def2-TZVPD def2/J DEFGRID3
* xyz -1 1
B 0.00 -0.20 -0.02
F -1.14 0.41 0.49
F 1.05 0.73 0.06
F 0.18 -1.39 0.72
F -0.19 -0.58 -1.36
O -2.75 -1.91 -0.89
H -1.81 -1.86 -0.67
H -2.94 -1.06 -1.32
O 2.36 -3.40 1.46
H 1.43 -3.55 1.63
H 2.68 -2.94 2.25
O -0.74 0.16 3.17
H 0.17 0.23 3.46
H -0.68 0.04 2.20
O -1.13 3.45 1.91
H -1.67 2.73 2.26
H -1.69 3.86 1.23
O -2.76 0.68 -2.08
H -3.03 1.26 -1.36
H -1.85 0.42 -1.85
O 0.37 3.20 -0.57
H 0.48 2.23 -0.60
H -0.20 3.33 0.21
O -2.51 -3.13 1.79
H -2.55 -2.68 0.93
H -3.34 -3.60 1.84
O 3.07 1.98 -1.85
H 2.96 1.41 -2.62
H 3.41 1.40 -1.14
O 1.11 -0.08 -3.67
H 1.12 -0.29 -2.73
H 0.30 -0.49 -4.00
O 3.61 0.10 0.11
H 3.90 -0.15 0.99
H 2.76 -0.33 0.00
*
```

Computed properties:
- F_max (eV/A) = 1.09
- HOMO (eV) = -7.3
- calculated total energy (eV) = -32355.8722


Formula: BF4H28O14
Source: the Open Molecules 2025 dataset
Level of theory: wB97M-V/def2-TZVPD

```
! RIJCOSX wB97M-V def2-TZVPD def2/J DEFGRID3
* xyz -1 1
B -0.06 -0.03 0.54
F -1.29 -0.15 -0.17
F -0.29 0.01 1.93
F 0.67 -1.14 0.16
F 0.54 1.21 0.21
O 1.32 3.27 -2.14
H 1.92 2.55 -1.90
H 0.53 2.74 -2.37
O 3.29 -1.18 -0.70
H 3.27 -1.40 0.23
H 2.65 -1.80 -1.10
O 2.79 0.81 -2.73
H 2.54 0.11 -3.34
H 2.62 0.43 -1.85
O -2.60 -1.11 2.95
H -1.84 -0.64 2.58
H -3.33 -0.49 2.87
O 2.55 2.30 1.56
H 3.01 1.49 1.78
H 1.79 2.01 1.00
O 1.11 -2.06 3.13
H 1.69 -1.96 2.36
H 0.56 -1.26 3.12
O -1.30 -1.63 -3.00
H -1.86 -0.97 -3.41
H -1.85 -2.00 -2.28
O -0.72 1.53 -2.41
H -0.53 0.66 -2.02
H -0.72 1.37 -3.36
O -2.32 2.47 2.82
H -2.51 2.57 3.76
H -1.40 2.16 2.78
O 0.73 4.11 2.52
H 0.73 4.95 2.05
H 1.41 3.56 2.07
O -2.75 -2.30 -0.76
H -3.19 -2.66 0.02
H -2.47 -1.40 -0.48
O -3.58 1.07 0.82
H -2.84 1.06 0.21
H -3.23 1.56 1.60
O -0.11 -3.87 -0.96
H -0.50 -3.00 -0.77
H 0.69 -3.89 -0.43
O 1.63 -3.17 -1.93
H 2.31 -3.31 -2.60
H 0.95 -2.62 -2.37
*
```

Computed properties:
- F_max (eV/A) = 3.66
- HOMO (eV) = -7.3
- calculated total energy (eV) = -40675.8156


Formula: BH20O8
Source: the Open Molecules 2025 dataset
Level of theory: wB97M-V/def2-TZVPD

```
! RIJCOSX wB97M-V def2-TZVPD def2/J DEFGRID3
* xyz -1 1
B -0.08 0.14 0.36
H -1.14 0.19 0.18
H 0.14 -0.01 1.40
H 0.27 -0.64 -0.30
H 0.35 1.07 0.00
O 3.01 2.05 -2.13
H 2.34 1.80 -1.49
H 2.56 2.66 -2.72
O -2.44 3.10 -2.70
H -2.41 2.39 -3.34
H -1.99 2.75 -1.93
O -3.52 -1.95 1.57
H -2.66 -1.58 1.36
H -4.04 -1.19 1.82
O 3.15 -1.89 -2.91
H 3.38 -2.56 -2.27
H 3.07 -1.08 -2.40
O -2.24 3.12 1.86
H -1.61 3.84 1.84
H -1.87 2.46 1.28
O -1.43 -2.41 -3.01
H -1.27 -1.69 -3.62
H -1.05 -2.12 -2.19
O 1.51 0.15 5.03
H 1.04 -0.04 4.22
H 2.43 0.18 4.78
O 1.85 -3.01 1.88
H 1.17 -3.59 1.55
H 1.47 -2.14 1.85
*
```

Computed properties:
- F_max (eV/A) = 4.60
- HOMO (eV) = -6.3
- calculated total energy (eV) = -17380.5784


Formula: BH22NO7
Source: the Open Molecules 2025 dataset
Level of theory: wB97M-V/def2-TZVPD

```
! RIJCOSX wB97M-V def2-TZVPD def2/J DEFGRID3
* xyz 0 1
N 22.60 27.00 10.28
H 22.15 26.36 9.64
H 21.92 27.11 11.09
H 23.15 27.73 9.76
H 23.32 26.36 10.68
B 24.80 29.71 11.51
H 24.15 30.25 12.52
H 25.87 30.18 11.47
H 25.09 28.54 11.65
H 24.18 29.98 10.38
O 25.07 27.28 8.62
H 25.82 27.25 9.18
H 25.04 26.37 8.16
O 24.56 32.14 14.78
H 24.16 31.16 15.00
H 24.58 32.47 15.75
O 25.57 28.78 14.97
H 25.96 29.47 15.78
H 25.36 29.33 14.36
O 22.70 27.70 13.41
H 23.48 28.24 13.28
H 22.86 27.03 13.95
O 23.41 32.43 9.98
H 22.42 32.21 10.41
H 23.85 31.60 10.15
O 27.01 31.50 13.60
H 26.52 31.27 12.96
H 26.34 31.95 14.08
O 27.34 28.03 9.89
H 27.49 27.34 10.43
H 26.83 28.57 10.41
*
```

Computed properties:
- F_max (eV/A) = 11.14
- HOMO (eV) = -9.5
- calculated total energy (eV) = -16850.7766


- Among the records above, which one has the highest HOMO?
  B2CdH30O15P